CLiO3Rb | ωB97M-V with the def2-TZVPD basis set

Calculated values
HOMO (alpha / beta): -18.693 / -18.694 eV
orbital gap (alpha / beta): 6.723 / 6.694 eV
charge: +2

```
6
CLiO3Rb | the Open Molecules 2025 dataset | ωB97M-V with the def2-TZVPD basis set
Rb -1.026 2.438 4.251
O -0.776 -0.722 1.709
O 1.120 0.048 -1.783
O 0.217 -0.973 -1.937
C 0.710 1.126 -1.974
Li -0.245 -1.918 -0.266
```

Need the Löwdin charges? In units of e they are: 0.976 0.081 -0.075 -0.223 0.405 0.835

***

CN2O2S | ωB97M-V with the def2-TZVPD basis set

Calculated values
ΔE to the lowest compared entry with this formula, charge and spin: 84.5 kcal per mole
HOMO: -9.706 eV
SMILES: S=c1onno1
orbital gap: 8.994 eV

```
6
CN2O2S | the Open Molecules 2025 dataset | ωB97M-V with the def2-TZVPD basis set
C -0.632 -0.250 -0.221
N 1.216 0.229 0.987
N 1.319 0.851 -0.119
O 0.067 -0.586 0.914
O 0.120 0.587 -0.814
S -2.090 -0.830 -0.747
```

Need the Löwdin charges? In units of e they are: -0.938 0.114 0.133 -0.014 -0.011 0.716

***

CN2O3 | ωB97M-V with the def2-TZVPD basis set

Calculated values
ΔE to the lowest compared entry with this formula, charge and spin: 0.0 kcal per mole
HOMO (alpha / beta): -8.516 / -12.002 eV
2S+1: 3
orbital gap (alpha / beta): 9.170 / 7.612 eV

```
6
CN2O3 | the Open Molecules 2025 dataset | ωB97M-V with the def2-TZVPD basis set
C 1.301 0.030 -0.231
N 1.993 -0.880 -0.342
N -1.130 0.104 0.177
O -1.333 -0.435 -0.846
O -1.447 0.185 1.237
O 0.616 0.996 0.004
```

Need the Löwdin charges? In units of e they are: -0.391 0.287 -0.386 0.123 0.195 0.171

***

CN2OS | ωB97M-V with the def2-TZVPD basis set

Calculated values
ΔE to the lowest compared entry with this formula, charge and spin: 24.7 kcal per mole
HOMO (alpha / beta): -6.610 / -10.258 eV
2S+1: 3
orbital gap (alpha / beta): 7.151 / 7.000 eV

```
5
CN2OS | the Open Molecules 2025 dataset | ωB97M-V with the def2-TZVPD basis set
C -0.194 -0.127 1.308
N 0.258 1.121 -0.671
N -0.249 0.514 -1.525
O 0.527 -0.859 1.779
S -0.898 -0.279 -2.605
```

Need the Löwdin charges? In units of e they are: -0.055 0.040 -0.767 0.042 0.740

***

CN3O2S | ωB97M-V with the def2-TZVPD basis set

Calculated values
ΔE to the lowest compared entry with this formula, charge and spin: 20.8 kcal per mole
HOMO: -4.814 eV
orbital gap: 8.309 eV
charge: -1

```
7
CN3O2S | the Open Molecules 2025 dataset | ωB97M-V with the def2-TZVPD basis set
C -1.522 0.281 0.182
N -2.421 0.005 -0.466
N 1.177 0.756 0.388
N 1.086 -0.363 -0.243
O 2.085 -0.685 -0.997
O 0.042 -0.999 -0.197
S -0.446 1.005 1.333
```

Need the Löwdin charges? In units of e they are: -0.748 0.055 -0.199 -0.624 -0.119 -0.149 0.784

***

CN4O2 | ωB97M-V with the def2-TZVPD basis set

Calculated values
ΔE to the lowest compared entry with this formula, charge and spin: 39.3 kcal per mole
HOMO (alpha / beta): -7.806 / -11.691 eV
2S+1: 3
orbital gap (alpha / beta): 7.999 / 8.531 eV

```
7
CN4O2 | the Open Molecules 2025 dataset | ωB97M-V with the def2-TZVPD basis set
C 0.877 -0.484 -0.823
N -1.205 0.511 0.014
N 1.525 -1.195 0.168
N -2.269 0.244 0.125
N 1.818 0.070 0.011
O -3.412 0.062 0.235
O 2.540 0.939 0.315
```

Need the Löwdin charges? In units of e they are: 0.085 0.227 0.110 -0.274 -0.419 0.116 0.155